1.
This record from the Open Molecules 2025 dataset describes a molecular structure, C36H29CsFN7O5S2. The level of theory is ωB97M-V/def2-TZVPD.

Calculated values
Gap between HOMO and LUMO (alpha / beta): 6.474 / 4.215 eV
Highest occupied orbital energy (alpha / beta): -3.45 / -1.09 eV
ΔE to the lowest compared entry with this formula, charge and spin: 0.8952 eV
E_LUMO (alpha / beta): 3.03 / 3.13 eV

The geometry in ORCA input format:
```
! wB97M-V def2-TZVPD RIJCOSX def2/J DEFGRID3
* xyz -2 1
Cs -4.214 1.199 -0.504
F 3.507 2.859 -1.752
C 2.961 2.328 -0.623
C 1.603 2.203 -0.534
C 1.018 1.740 0.641
C -0.457 1.576 0.692
O -1.144 1.775 -0.299
C -0.976 1.101 1.963
C -0.123 0.749 2.937
N 1.247 0.925 2.890
C 2.058 0.487 3.986
C 1.630 0.855 5.372
C 2.833 1.513 4.760
C 1.830 1.393 1.728
C 3.222 1.482 1.591
C 3.810 1.953 0.427
N 5.208 2.045 0.346
C 5.950 1.815 -0.875
C 6.512 3.099 -1.457
N 7.301 3.825 -0.419
C 6.531 4.051 0.835
C 5.968 2.741 1.362
C -2.480 0.877 2.134
O -2.821 -0.276 2.461
O -3.200 1.876 1.920
H 0.960 2.473 -1.362
H -0.482 0.284 3.845
H 2.526 -0.486 3.859
H 1.775 0.122 6.153
H 0.735 1.452 5.470
H 3.817 1.242 5.119
H 2.728 2.541 4.441
H 3.872 1.145 2.386
H 5.310 1.337 -1.612
H 6.778 1.131 -0.652
H 5.720 3.767 -1.786
H 7.196 2.901 -2.285
H 7.674 4.752 -0.803
H 8.180 3.288 -0.200
H 5.728 4.747 0.598
H 7.223 4.523 1.538
H 5.323 2.948 2.214
H 6.791 2.103 1.710
S -7.509 4.332 -1.408
C -6.649 5.126 -2.637
S -5.255 4.180 -2.814
C -7.010 6.273 -3.321
C -8.231 6.944 -3.035
N -9.219 7.500 -2.820
C -6.179 6.829 -4.333
N -5.517 7.299 -5.153
O -5.616 -1.519 -1.243
C -4.518 -2.030 -1.448
N -4.330 -3.429 -1.410
C -2.907 -3.701 -1.358
C -2.347 -2.270 -1.726
O -1.159 -2.082 -1.921
N -3.358 -1.382 -1.726
C -2.437 -4.702 -2.397
C -3.322 -5.296 -3.289
C -2.868 -6.197 -4.246
C -1.521 -6.512 -4.326
C -0.629 -5.914 -3.444
C -1.082 -5.019 -2.489
C -2.494 -4.089 0.059
C -2.352 -5.425 0.430
C -2.074 -5.772 1.745
C -1.943 -4.783 2.711
C -2.094 -3.450 2.354
C -2.361 -3.107 1.037
H -4.930 -3.907 -0.755
H -4.370 -5.034 -3.234
H -3.574 -6.648 -4.933
H -1.165 -7.212 -5.074
H 0.429 -6.141 -3.504
H -0.384 -4.543 -1.815
H -2.451 -6.199 -0.322
H -1.964 -6.816 2.014
H -1.732 -5.052 3.740
H -2.021 -2.655 3.085
H -2.482 -2.058 0.796
*
```

***

2.
This record from the Open Molecules 2025 dataset describes a molecular structure, C22H29N5O5Ti. The level of theory is ωB97M-V/def2-TZVPD.

Calculated values
Gap between HOMO and LUMO: 7.597 eV
Highest occupied orbital energy: -19.83 eV
ΔE to the lowest compared entry with this formula, charge and spin: 0.0472 eV
E_LUMO: -12.23 eV

The geometry in ORCA input format:
```
! wB97M-V def2-TZVPD RIJCOSX def2/J DEFGRID3
* xyz 4 1
Ti -0.206 -0.667 -0.193
O -0.706 -0.152 -4.488
C -0.823 -0.873 -3.420
O -0.441 -0.495 -2.307
C -1.469 -2.188 -3.815
O -1.628 -3.070 -2.708
C -2.238 -4.278 -3.025
C -3.735 -4.208 -2.823
O -4.828 -4.145 -2.667
O -1.539 -1.472 0.094
H -0.251 0.699 -4.361
H -0.818 -2.629 -4.579
H -2.423 -1.946 -4.296
H -1.908 -5.069 -2.342
H -2.098 -4.632 -4.057
N -1.282 -2.795 5.670
C -0.589 -2.199 4.977
C 0.227 -1.443 4.071
C 1.377 -0.768 4.480
C 2.099 -0.054 3.533
C 1.666 -0.036 2.224
N 0.546 -0.681 1.820
C -0.156 -1.376 2.740
H 1.694 -0.807 5.515
H 2.999 0.478 3.808
H 2.229 0.491 1.463
H -1.048 -1.885 2.403
C -0.460 3.960 0.198
C 0.128 2.535 0.228
N -0.959 1.512 0.151
C -1.894 1.918 -0.945
C -2.663 3.198 -0.565
N -1.914 3.853 0.556
C -2.067 3.029 1.801
C -1.736 1.571 1.433
H -0.399 4.424 -0.785
H 0.027 4.614 0.919
H 0.681 2.364 1.151
H 0.817 2.405 -0.607
H -2.600 1.109 -1.128
H -1.302 2.077 -1.845
H -3.671 2.993 -0.209
H -2.724 3.898 -1.397
H -2.294 4.790 0.719
H -3.089 3.133 2.163
H -1.392 3.441 2.549
H -2.638 0.974 1.302
H -1.150 1.125 2.232
N 1.332 -2.140 -0.614
C 2.571 -1.370 -0.494
C 2.654 -0.152 -1.161
C 3.789 0.639 -0.996
C 4.817 0.211 -0.169
C 4.723 -1.015 0.484
C 3.594 -1.809 0.329
H 1.267 -2.578 -1.532
H 1.341 -2.908 0.057
H 1.896 0.142 -1.884
H 3.888 1.568 -1.543
H 5.707 0.815 -0.055
H 5.539 -1.362 1.104
H 3.529 -2.767 0.833
*
```

***

3.
This record from the Open Molecules 2025 dataset describes a molecular structure, C60H56B2ClN4O6P2SSc at a distorted geometry. The level of theory is ωB97M-V/def2-TZVPD.

Calculated values
Gap between HOMO and LUMO: 6.942 eV
Highest occupied orbital energy: -7.34 eV
ΔE to the lowest compared entry with this formula, charge and spin: 5.6490 eV
E_LUMO: -0.40 eV

The geometry in ORCA input format:
```
! wB97M-V def2-TZVPD RIJCOSX def2/J DEFGRID3
* xyz 0 1
Sc 0.755 0.185 0.054
O 0.034 2.016 -1.140
S 0.881 1.600 -2.288
O 2.098 2.338 -2.438
O 1.042 0.128 -2.105
C -0.056 1.774 -3.777
C 0.402 2.623 -4.774
C -0.299 2.705 -5.965
C -1.440 1.931 -6.139
C -1.883 1.088 -5.131
C -1.194 0.991 -3.924
P -1.748 -0.105 -2.508
C -1.702 -1.729 -3.380
C -2.591 -2.764 -3.091
C -2.492 -3.984 -3.746
C -1.491 -4.197 -4.681
C -0.568 -3.194 -4.936
C -0.668 -1.973 -4.288
C -3.544 0.353 -2.575
C -4.558 -0.251 -3.312
C -5.863 0.218 -3.223
C -6.175 1.290 -2.399
C -5.170 1.908 -1.669
C -3.870 1.441 -1.765
H 1.295 3.205 -4.592
H 0.045 3.361 -6.753
H -1.993 1.989 -7.068
H -2.768 0.492 -5.293
H -3.377 -2.617 -2.362
H -3.205 -4.769 -3.526
H -1.422 -5.144 -5.201
H 0.231 -3.355 -5.649
H 0.067 -1.200 -4.473
H -4.343 -1.090 -3.960
H -6.641 -0.274 -3.793
H -7.197 1.639 -2.327
H -5.398 2.745 -1.019
H -3.078 1.908 -1.190
Cl -2.911 -1.228 0.094
C -4.266 -0.711 1.055
C -5.498 -1.316 0.863
C -6.554 -0.960 1.684
C -6.369 -0.010 2.680
C -5.138 0.606 2.834
C -4.058 0.279 2.016
P -2.350 1.014 2.156
C -2.734 2.806 2.322
C -3.362 3.453 3.386
C -3.588 4.821 3.344
C -3.223 5.561 2.227
C -2.574 4.935 1.173
C -2.309 3.574 1.236
C -1.993 0.464 3.874
C -1.442 1.297 4.844
C -0.978 0.775 6.045
C -1.036 -0.589 6.283
C -1.576 -1.431 5.320
C -2.059 -0.908 4.132
H -5.622 -2.061 0.089
H -7.518 -1.434 1.551
H -7.184 0.241 3.345
H -5.006 1.341 3.614
H -3.656 2.905 4.272
H -4.053 5.310 4.191
H -3.423 6.624 2.191
H -2.253 5.504 0.310
H -1.717 3.102 0.461
H -1.353 2.359 4.659
H -0.556 1.441 6.787
H -0.648 -0.996 7.208
H -1.609 -2.499 5.494
H -2.499 -1.570 3.394
B 3.999 -1.055 -0.181
N 3.989 0.468 0.106
C 4.998 1.309 0.328
C 4.478 2.565 0.609
C 3.103 2.387 0.535
N 2.819 1.118 0.229
N 3.341 -1.696 1.076
C 3.888 -2.384 2.080
C 2.900 -2.673 3.009
C 1.753 -2.097 2.469
N 2.030 -1.513 1.299
H 5.129 -1.448 -0.284
H 3.281 -1.275 -1.130
H 6.021 0.975 0.280
H 5.017 3.468 0.830
H 2.316 3.114 0.660
H 4.938 -2.625 2.082
H 3.002 -3.207 3.937
H 0.750 -2.080 2.868
C -2.079 7.178 3.792
C -0.799 6.803 4.542
C 0.222 7.932 4.341
C -1.146 6.705 6.037
C -0.222 5.468 4.075
C 0.945 4.976 4.672
C 1.497 3.741 4.347
C 0.843 2.990 3.393
O 1.138 1.763 2.879
B 0.152 1.446 1.915
O -0.756 2.534 1.905
C -0.308 3.467 2.789
C -0.853 4.694 3.100
H -2.446 8.136 4.164
H -2.862 6.433 3.943
H -1.900 7.282 2.720
H -0.211 8.880 4.666
H 0.497 8.023 3.289
H 1.128 7.759 4.923
H -1.548 7.657 6.391
H -0.266 6.463 6.633
H -1.890 5.924 6.206
H 1.454 5.575 5.416
H 2.404 3.388 4.819
H -1.748 5.026 2.591
C -1.481 -3.151 1.218
C -0.505 -2.943 0.096
O -0.203 -1.816 -0.272
C 0.134 -4.124 -0.511
C -0.499 -5.367 -0.533
C 0.170 -6.475 -1.019
C 1.483 -6.356 -1.461
C 2.104 -5.115 -1.470
C 1.429 -3.997 -1.013
H -1.569 -2.229 1.792
H -1.161 -3.970 1.860
H -2.464 -3.398 0.810
H -1.521 -5.469 -0.190
H -0.325 -7.437 -1.044
H 2.019 -7.235 -1.795
H 3.121 -5.020 -1.828
H 1.909 -3.027 -1.006
*
```